DFT (ωB97M-V with the def2-TZVPD basis set) results for a cluster of 2 separate species, CH3IO in total in a non-equilibrium geometry.

## Properties
Relative energy (zero: lowest compared OMol25 entry of this formula, charge and spin) in kcal/mol: 94.5
Highest occupied orbital energy (alpha / beta) in eV: -8.53 / -8.53
2S+1: 1
HOMO-LUMO gap (alpha / beta) in eV: 7.62 / 7.61
Strongest force on any atom in hartree/bohr: 0.101
Electronic energy in Eh: -412.65584

Last column: natural (NBO) charge in e.
Cartesian coordinates (Å):
C -0.6020 0.3641 0.3923  -0.3342
O 1.4620 1.0619 -1.4045  -0.9341
I -2.4249 0.5846 1.2483  0.2112
H -0.5985 0.0391 -0.6548  0.1162
H 0.5748 1.6563 -1.7871  0.4675
H 2.0533 0.9772 -2.1738  0.4734